# 1
Entry from the OMol25 dataset: the molecule C2H5NO in a non-equilibrium geometry (ωB97M-V with the def2-TZVPD basis set).

Each line ends with the Mulliken charge.
CARTESIAN COORDINATES (ANGSTROEM)
O: 1.275 0.371 -1.173  -0.564
N: -0.549 1.245 -0.162  -0.485
C: 0.193 -0.992 0.465  -0.869
C: 0.415 0.253 -0.332  0.598
H: -0.803 -1.037 0.893  0.314
H: 0.496 -1.845 -0.126  0.269
H: 0.758 -1.044 1.403  0.246
H: -0.266 2.054 -0.698  0.257
H: -1.519 0.996 -0.271  0.234

Force components x, y, z for each atom (eV/Å):
O 0.7 0.1 0.5
N 0.7 0.5 0.1
C 0.3 -0.2 1.1
C -1.1 -0.2 -0.8
H -0.5 -0.2 -0.6
H -0.3 -0.3 -0.1
H 0.5 0.4 -0.4
H -0.4 0.0 -0.2
H 0.0 -0.1 0.3

Calculated values
highest occupied orbital energy: -9.9 eV
electronic energy: -209.20999 Eh
relative energy (zero: lowest compared OMol25 entry of this formula, charge and spin): 7.7 kcal/mol
SMILES: CC(N)=O
Kohn-Sham gap: 10.811 eV
net charge: 0

=====

# 2
Entry from the OMol25 dataset: a cluster of 2 separate species, C2H5FSi in total in a non-equilibrium geometry (ωB97M-V with the def2-TZVPD basis set).

Each line ends with the Mulliken charge.
CARTESIAN COORDINATES (ANGSTROEM)
Si: -1.313 0.129 0.004  0.436
F: 2.773 -0.036 0.139  -0.143
C: 1.486 -0.305 0.006  -0.267
C: 0.515 0.424 -0.303  -0.095
H: -1.750 1.569 -0.076  -0.113
H: 0.889 1.481 -0.700  0.280
H: -1.898 -0.514 -1.140  -0.114
H: -1.986 -0.661 1.117  -0.094
H: 1.285 -2.087 0.952  0.111

Force components x, y, z for each atom (eV/Å):
Si -0.5 0.8 -0.2
F -0.5 -0.2 -0.6
C 3.2 -5.3 3.7
C -2.0 3.8 -1.4
H -0.2 -0.5 0.4
H -1.1 -2.1 0.8
H -0.2 -0.4 -0.8
H 1.0 0.6 -0.1
H 0.2 3.2 -1.8

Calculated values
highest occupied orbital energy (alpha / beta): -10.1 / -10.1 eV
electronic energy: -468.34636 Eh
relative energy (zero: lowest compared OMol25 entry of this formula, charge and spin): 140.6 kcal/mol
Kohn-Sham gap (alpha / beta): 9.521 / 9.542 eV
net charge: 0

=====

# 3
Entry from the OMol25 dataset: a structure of composition C18H12F6FeO3S in a non-equilibrium geometry (ωB97M-V with the def2-TZVPD basis set).

Each line ends with the Löwdin spin population.
CARTESIAN COORDINATES (ANGSTROEM)
Fe: -2.871 -1.605 -1.650  1.837
S: -0.288 0.760 0.087  0.493
F: 3.206 -1.835 4.437  -0.001
F: 4.276 3.445 1.179  0.001
F: 5.393 2.004 2.417  0.000
F: 1.660 -0.731 5.557  0.001
F: 4.123 3.529 3.380  -0.001
F: 1.074 -2.235 4.050  0.002
O: -3.776 0.385 0.262  -0.033
O: -1.991 -2.686 0.961  0.038
O: -5.562 -2.584 -1.636  0.066
C: -2.286 -1.244 -3.549  0.063
C: 0.947 -0.109 2.326  0.096
C: 2.018 1.811 1.318  0.125
C: 4.199 2.678 2.302  -0.002
C: -0.670 -1.325 -1.698  0.399
C: 3.028 0.723 3.237  0.169
C: -3.467 -0.384 -0.553  -0.043
C: 0.092 0.050 -1.525  0.113
C: -1.182 -1.864 -2.916  0.137
C: -0.306 1.054 -2.614  0.029
C: 1.032 0.806 1.263  0.160
C: -2.416 -2.421 -0.092  0.069
C: -4.491 -2.245 -1.942  0.109
C: -1.804 1.177 -2.936  0.008
C: 3.031 1.722 2.269  0.022
C: 1.966 -0.176 3.260  0.032
C: -2.742 -0.024 -2.900  0.013
C: 1.973 -1.244 4.320  0.001
H: -2.811 -1.655 -4.424  0.004
H: 3.829 0.652 3.965  0.010
H: -1.834 1.528 -3.983  0.003
H: -2.233 1.982 -2.326  0.003
H: 0.089 -0.770 2.398  0.005
H: -3.778 0.329 -3.093  0.003
H: -0.758 -2.784 -3.334  0.025
H: -0.181 -2.039 -1.019  0.010
H: 0.278 0.772 -3.504  0.004
H: 0.066 2.043 -2.310  0.006
H: 1.186 -0.135 -1.613  0.017
H: 1.983 2.646 0.627  0.008

Force components x, y, z for each atom (eV/Å):
Fe 1.0 -0.2 0.6
S -0.1 0.1 1.4
F -1.1 0.5 0.0
F 0.0 -0.4 0.9
F -1.1 0.7 -0.1
F 0.3 -0.6 -0.9
F 0.2 -0.7 -1.0
F 0.7 0.7 0.4
O 0.4 -1.6 -2.0
O -1.4 0.7 -2.7
O 2.1 0.7 -0.8
C 0.8 0.2 -0.9
C 0.4 -0.7 0.6
C 1.1 0.4 -0.2
C 0.3 0.4 0.1
C 3.3 1.2 1.7
C 0.5 0.0 0.3
C -1.1 3.4 3.0
C 0.1 -1.5 -1.9
C -0.8 0.7 -1.6
C 0.4 -0.2 -0.1
C -1.4 0.0 -0.5
C 1.9 -2.0 4.2
C -5.3 -1.9 0.3
C 0.0 0.4 0.2
C -0.2 0.2 -0.5
C -0.7 -0.5 -0.2
C -0.2 0.7 -1.1
C -0.2 -0.3 0.4
H 0.4 0.0 0.5
H -0.1 0.0 -0.2
H -0.2 0.1 0.4
H 0.0 -0.2 -0.1
H 0.2 -0.1 0.0
H 0.7 -0.4 -0.3
H -0.2 0.1 0.3
H -0.1 0.1 -0.5
H -0.4 0.0 0.1
H -0.1 -0.1 -0.2
H -0.6 0.2 0.3
H 0.2 -0.1 -0.1

Calculated values
highest occupied orbital energy (alpha / beta): -4.0 / -8.8 eV
electronic energy: -3179.65491 Eh
relative energy (zero: lowest compared OMol25 entry of this formula, charge and spin): 53.4 kcal/mol
Kohn-Sham gap (alpha / beta): 2.709 / 4.871 eV
spin multiplicity: 5
net charge: 0
expectation value of S²: 6.107